{
  "formula": "C22H30IrN15O2S",
  "method": "wB97M-V/def2-TZVPD",
  "elements": ["Ir", "N", "C", "N", "C", "N", "N", "C", "N", "C", "C", "C", "C", "C", "N", "H", "H", "H", "H", "H", "H", "H", "H", "N", "C", "O", "C", "C", "N", "C", "N", "H", "H", "N", "C", "C", "N", "C", "H", "H", "H", "H", "N", "C", "N", "S", "H", "H", "H", "H", "C", "N", "C", "C", "C", "N", "C", "C", "O", "H", "H", "H", "H", "H", "H", "H", "H", "H", "H", "H", "H"],
  "positions_angstrom": [[0.2042, 0.9845, -0.1810], [3.1720, 3.0107, 0.3673], [3.5244, 1.8115, -0.0632], [4.8182, 1.5393, -0.1357], [5.2259, 0.3460, -0.5577], [6.5027, 0.0369, -0.5776], [4.3145, -0.5681, -0.9645], [3.0459, -0.2630, -0.8781], [2.5707, 0.8913, -0.4009], [2.0745, -1.2604, -1.3604], [2.5405, -2.4252, -1.9645], [1.6267, -3.3486, -2.4419], [0.2759, -3.0599, -2.3132], [-0.1048, -1.8686, -1.7070], [0.7711, -0.9946, -1.2295], [3.8999, 3.6826, 0.5611], [2.1962, 3.2787, 0.3869], [7.1925, 0.7178, -0.2916], [6.8068, -0.8582, -0.9315], [3.6071, -2.5721, -2.0332], [1.9536, -4.2597, -2.9207], [-0.4720, -3.7436, -2.6841], [-1.1520, -1.6069, -1.6300], [0.1717, 2.7923, -4.6665], [0.1246, 2.6618, -3.3430], [0.1541, 1.5753, -2.7568], [0.0065, 3.9519, -2.5941], [-0.3718, 5.1523, -3.1856], [-0.6800, 6.1501, -3.6665], [0.2113, 3.7455, -1.2652], [0.3780, 3.1488, -0.2691], [0.2663, 1.9782, -5.2548], [0.1336, 3.6928, -5.1228], [-3.6505, 2.7234, -1.3114], [-3.4863, 3.3458, -0.1113], [-2.4608, 2.6967, 0.5114], [-1.9975, 1.7005, -0.3034], [-2.7433, 1.7397, -1.3922], [-4.3404, 2.9746, -2.0060], [-4.0892, 4.1728, 0.2036], [-2.0259, 2.8877, 1.4705], [-2.6528, 1.0692, -2.2245], [-1.2864, 1.1054, 3.3306], [-0.0892, 1.6287, 3.5274], [0.2042, 2.3296, 4.6079], [1.1484, 1.3810, 2.3545], [-2.0214, 1.1961, 4.0170], [-1.4267, 0.5150, 2.5094], [-0.4591, 2.4674, 5.3570], [1.1189, 2.7418, 4.7204], [-3.5356, -1.4224, 0.3321], [-2.5494, -2.3412, 0.8491], [-3.0114, -3.7035, 1.0284], [-1.8479, -4.6601, 1.2138], [-0.9458, -4.1036, 2.2984], [-0.5412, -2.7566, 1.9503], [0.7023, -2.3088, 2.5234], [-1.3586, -1.8917, 1.3060], [-1.0341, -0.6818, 1.1710], [-3.8473, -1.7312, -0.6674], [-3.1113, -0.4223, 0.2993], [-4.4177, -1.4349, 0.9768], [-3.6059, -3.9828, 0.1553], [-3.6779, -3.7372, 1.8977], [-1.2901, -4.7498, 0.2820], [-2.2092, -5.6485, 1.4936], [-0.0539, -4.7202, 2.4223], [-1.4711, -4.0935, 3.2607], [1.4979, -3.0098, 2.2679], [0.6239, -2.2699, 3.6138], [0.9510, -1.3216, 2.1398]],
  "atomic_forces_ev_per_a": [[0.760, -0.536, 0.475], [-0.452, 0.608, -0.013], [0.670, -1.270, -0.299], [0.836, 0.774, 0.280], [-1.925, 0.572, 0.200], [0.687, -0.116, -0.055], [0.022, -1.224, -0.500], [1.133, 0.885, 0.443], [-0.961, 0.238, 0.010], [0.003, -0.571, -0.316], [-0.124, 0.042, 0.107], [-0.046, 0.203, 0.061], [-0.095, 0.166, 0.127], [-0.117, -0.589, -0.332], [0.056, 0.566, 0.373], [-0.081, -0.127, 0.023], [0.543, -0.034, 0.236], [-0.155, -0.089, -0.046], [-0.100, 0.149, 0.060], [0.020, -0.009, -0.037], [0.041, -0.053, -0.010], [-0.100, -0.001, -0.077], [-0.060, 0.089, 0.063], [-0.040, 0.141, -0.193], [-0.021, -0.801, -0.678], [0.012, 0.571, -0.108], [-0.208, -0.062, -0.854], [0.277, -0.305, 0.431], [-0.251, 0.631, -0.430], [0.450, -0.707, 2.206], [-0.487, 1.762, -1.051], [-0.008, -0.061, 0.085], [0.042, -0.044, 0.026], [-0.173, 0.025, -0.177], [0.178, 0.075, 0.572], [-0.396, 0.375, -0.014], [0.304, -0.408, -0.273], [0.188, -0.262, -0.159], [0.061, -0.126, 0.011], [-0.142, 0.146, 0.020], [0.094, 0.111, 0.158], [0.041, -0.003, -0.236], [-0.838, -0.207, 0.218], [1.114, -0.063, -0.777], [-0.345, 0.111, 0.451], [-0.185, -0.053, -0.275], [-0.005, 0.041, -0.061], [0.114, 0.321, 0.395], [0.035, 0.000, -0.015], [-0.073, -0.106, -0.137], [0.106, 0.706, -0.155], [-0.383, -0.824, 0.293], [0.050, -0.932, -0.115], [-0.075, 0.257, 0.053], [-0.201, -0.884, -0.414], [0.369, -1.212, 0.901], [0.484, 0.689, -0.408], [0.292, 3.195, -0.823], [-0.598, -1.879, 0.271], [0.039, -0.144, 0.021], [-0.059, -0.057, -0.010], [0.003, -0.101, 0.047], [-0.027, 0.143, 0.069], [-0.074, 0.122, 0.038], [0.049, -0.080, -0.066], [-0.009, 0.040, -0.006], [0.008, 0.192, 0.062], [0.043, 0.201, 0.122], [-0.119, -0.207, 0.019], [-0.127, -0.059, 0.052], [-0.066, 0.060, 0.141]],
  "total_charge": 3,
  "spin_multiplicity": 6,
  "relative_energy_kcal_mol": 34.8,
  "homo_energy_ev": [-15.12, -15.93]
}

{
  "formula": "C22H30N2O24S5",
  "method": "wB97M-V/def2-TZVPD",
  "elements": ["C", "C", "O", "S", "O", "O", "O", "H", "H", "H", "H", "C", "C", "O", "S", "O", "O", "O", "H", "H", "H", "H", "C", "C", "O", "S", "O", "O", "O", "H", "H", "H", "H", "C", "C", "O", "S", "O", "O", "O", "H", "H", "H", "H", "C", "C", "O", "S", "O", "O", "O", "H", "H", "H", "H", "C", "C", "C", "C", "C", "C", "N", "O", "O", "H", "H", "H", "H", "H", "C", "C", "C", "C", "C", "C", "N", "O", "O", "H", "H", "H", "H", "H"],
  "positions_angstrom": [[23.0720, -41.9907, 5.8544], [24.4929, -41.5648, 5.4851], [24.8717, -40.5955, 6.4883], [23.6318, -40.2320, 7.4254], [22.8549, -39.2729, 6.7283], [24.0800, -40.0439, 8.7381], [22.9465, -41.6542, 7.2448], [22.7759, -43.0307, 5.7619], [22.3599, -41.3917, 5.2769], [24.5711, -41.1882, 4.4709], [25.2411, -42.3504, 5.6223], [19.5163, -43.7605, 6.4528], [19.8855, -45.0610, 7.1928], [19.3624, -44.8311, 8.5199], [17.9542, -44.0964, 8.3631], [17.7792, -43.2906, 9.5065], [16.9741, -45.0118, 7.9285], [18.3993, -43.2019, 7.1136], [19.2966, -43.9484, 5.3955], [20.2963, -42.9982, 6.3683], [20.9579, -45.1888, 7.2659], [19.3550, -45.9078, 6.7628], [24.9708, -40.0108, 13.2303], [24.4732, -39.8189, 11.7965], [25.4749, -39.0700, 11.1251], [26.1696, -38.0761, 12.1412], [25.4135, -36.8878, 12.3000], [27.5416, -37.9865, 11.8100], [25.9584, -38.9739, 13.4386], [25.4823, -40.9507, 13.4149], [24.1844, -39.8213, 13.9573], [23.4788, -39.3886, 11.6964], [24.4286, -40.7755, 11.2759], [20.7159, -37.6361, 5.1368], [20.5347, -37.1431, 6.5842], [19.4089, -37.8634, 7.1238], [18.9374, -39.0126, 6.1477], [17.5384, -39.1004, 6.1143], [19.7372, -40.1689, 6.3587], [19.4706, -38.3185, 4.8206], [21.5349, -38.3344, 5.0212], [20.6930, -36.8139, 4.4304], [20.3826, -36.0678, 6.6235], [21.3748, -37.4105, 7.2201], [26.1505, -38.2523, 1.9116], [25.7382, -38.8680, 0.5628], [24.3044, -38.9430, 0.5965], [23.7451, -38.8653, 2.0638], [23.7360, -40.1682, 2.6359], [22.5777, -38.0941, 2.1121], [24.9550, -38.0135, 2.6469], [26.6988, -37.3187, 1.7838], [26.8299, -38.8985, 2.4668], [26.1977, -39.8450, 0.4313], [25.9562, -38.2172, -0.2786], [23.4002, -44.6820, 9.4731], [23.4397, -45.2504, 10.7433], [24.6367, -45.2910, 11.4452], [25.7946, -44.8840, 10.8116], [25.7498, -44.2569, 9.5716], [24.5458, -44.1368, 8.9012], [27.0828, -45.1886, 11.4399], [28.0102, -45.4275, 10.6834], [27.1513, -45.1717, 12.6488], [22.4499, -44.6758, 8.9540], [22.5100, -45.6201, 11.1518], [24.6579, -45.7405, 12.4295], [26.6792, -43.8765, 9.1650], [24.5362, -43.5403, 8.0006], [30.7783, -43.7806, 4.6745], [30.9773, -43.3908, 3.3589], [29.9511, -42.8227, 2.6305], [28.7181, -42.6520, 3.2441], [28.5029, -43.0432, 4.5486], [29.5352, -43.6433, 5.2621], [27.6750, -41.9112, 2.5355], [26.8905, -41.2617, 3.2058], [27.6734, -41.9559, 1.3105], [31.6493, -44.1079, 5.2276], [31.9261, -43.6014, 2.8839], [30.0167, -42.4290, 1.6242], [27.5286, -42.9415, 5.0077], [29.2932, -43.9688, 6.2644]],
  "atomic_forces_ev_per_a": [[-0.662, 0.558, -0.342], [0.705, -0.815, 0.327], [0.007, 0.425, 0.073], [0.378, -0.715, -2.018], [-0.316, 0.530, 0.286], [0.052, 0.003, 0.954], [-0.283, 0.005, 0.622], [0.506, -0.153, -0.069], [-0.032, -0.048, 0.146], [-0.085, 0.350, 0.112], [-0.269, -0.169, -0.141], [0.658, 0.048, -1.374], [-0.627, 0.860, 0.181], [0.271, -0.285, -0.108], [0.997, 0.591, -0.140], [-0.245, 0.169, 0.140], [-0.555, -0.556, -0.149], [-0.406, 0.033, 0.438], [-0.472, -0.270, 0.236], [0.056, -0.059, 0.795], [0.021, -0.284, 0.041], [0.278, -0.177, -0.053], [0.111, 0.857, 0.326], [-0.293, -1.302, -0.472], [0.081, 0.257, -0.031], [0.161, 0.149, 0.262], [-0.366, 0.197, -0.076], [0.195, -0.167, 0.005], [0.170, -0.090, -0.156], [-0.152, -0.127, -0.107], [-0.047, -0.295, 0.013], [0.156, 0.497, 0.211], [0.019, 0.025, 0.024], [-0.994, 0.036, -0.211], [0.632, -0.469, 0.230], [-0.452, 0.408, 0.133], [1.276, 0.187, -0.750], [-0.853, 0.059, 0.109], [0.123, -0.494, 0.345], [-0.194, 0.000, 0.257], [0.167, 0.147, -0.099], [0.634, -0.013, -0.048], [-0.496, -0.078, 0.157], [0.191, 0.115, -0.225], [0.984, 0.067, -0.039], [0.035, 0.215, 0.026], [-0.226, -0.169, -0.309], [0.995, -0.553, 0.200], [0.136, -0.198, 0.146], [-0.900, 0.741, -0.082], [-0.189, 0.078, 0.136], [-0.448, 0.207, 0.009], [-0.360, -0.263, 0.075], [-0.262, -0.126, -0.065], [0.167, -0.044, -0.007], [-0.068, -0.057, 0.016], [0.032, 0.502, -0.488], [-0.263, -0.676, 0.160], [-0.646, 0.051, -0.236], [0.639, -0.210, 0.237], [0.130, 0.222, 0.482], [0.405, 0.437, -0.357], [-0.195, 0.057, 0.223], [-0.091, -0.144, 0.106], [0.043, 0.211, -0.042], [0.130, -0.092, 0.242], [0.211, 0.067, -0.018], [-0.104, -0.042, -0.107], [-0.233, -0.248, -0.173], [0.368, 0.180, 0.087], [0.056, -0.256, -0.402], [-0.727, 0.353, -0.223], [0.492, 0.136, 0.377], [-0.242, -0.418, 0.207], [-0.597, 0.278, -0.090], [-0.051, 0.046, -0.577], [0.035, -0.216, -0.164], [-0.026, 0.132, 0.684], [-0.217, -0.349, 0.117], [0.081, 0.297, 0.041], [0.428, -0.303, -0.047], [0.039, 0.176, -0.080], [0.393, -0.033, 0.081]],
  "relative_energy_kcal_mol": 0.0,
  "homo_energy_ev": -10.47
}

One value per record, in order, for electronic energy: -2329.778579, -4762.216251 Eh.